Below is a 8-piece molecular cluster, C21H43F2NO33S8 overall, with properties calculated with ωB97M-V with the def2-TZVPD basis set.

```
108
Properties=species:S:1:pos:R:3:forces:R:3
C 3.524 -1.062 -1.169 -0.053 0.061 -0.137
C 4.092 0.363 -1.107 0.008 -0.077 -0.144
O 3.347 1.205 -0.245 0.069 0.159 0.019
C 2.159 1.683 -0.832 -0.044 -0.031 0.036
C 1.544 2.671 0.157 0.140 0.095 0.038
O 0.134 2.821 0.073 0.263 -0.406 -0.185
C -0.384 3.029 -1.231 -0.263 0.286 0.212
C -1.099 1.787 -1.778 0.096 0.171 -0.108
O -1.770 1.080 -0.736 -0.160 -0.036 -0.045
C -1.056 0.044 -0.193 0.179 0.090 0.124
N -2.048 -0.877 0.476 0.220 0.116 -0.091
F -3.226 -0.886 -0.269 0.070 -0.122 -0.053
S -1.585 -2.521 0.520 -1.072 -0.135 0.383
O -2.188 -3.228 -0.547 0.470 -0.028 -0.166
O -1.743 -2.985 1.854 0.289 0.095 -0.084
F -0.052 -2.390 0.281 -0.029 0.037 -0.015
H 3.063 -1.277 -2.135 -0.030 0.006 0.026
H 4.299 -1.808 -1.001 -0.021 0.007 0.035
H 2.759 -1.177 -0.399 0.083 -0.048 0.056
H 5.112 0.365 -0.729 -0.052 -0.019 0.106
H 4.116 0.805 -2.111 0.051 0.008 0.026
H 1.465 0.855 -1.025 -0.056 -0.039 0.032
H 2.382 2.148 -1.801 -0.054 0.001 0.009
H 2.038 3.645 0.060 -0.042 -0.021 -0.061
H 1.756 2.302 1.162 -0.068 0.000 -0.009
H 0.385 3.388 -1.921 -0.081 -0.116 -0.105
H -1.128 3.823 -1.142 0.025 0.004 0.071
H -0.426 1.135 -2.339 0.022 -0.118 0.201
H -1.883 2.105 -2.469 0.059 0.045 -0.014
H -0.457 -0.483 -0.943 -0.134 0.033 -0.155
H -0.408 0.370 0.627 0.060 -0.085 -0.004
C -0.962 -0.189 -6.327 -0.101 -0.008 0.069
C -1.316 1.149 -6.948 0.001 -0.046 -0.129
O -0.592 2.091 -6.141 -0.035 -0.049 0.064
S 0.780 1.466 -5.660 -0.007 0.004 -0.043
O 1.834 1.883 -6.517 0.088 -0.099 0.037
O 0.888 1.638 -4.257 0.076 0.023 0.075
O 0.433 -0.052 -5.999 0.002 -0.035 -0.102
H -1.524 -0.374 -5.411 -0.009 0.014 -0.003
H -1.073 -1.025 -7.011 0.093 -0.005 -0.007
H -2.373 1.393 -6.888 0.019 0.062 0.076
H -0.972 1.223 -7.981 0.003 -0.011 0.001
C 0.392 -2.206 4.244 -0.268 -0.268 -0.054
C -0.527 -1.884 5.401 -0.058 0.127 0.027
O 0.376 -1.785 6.519 0.027 -0.095 -0.024
S 1.762 -1.170 6.043 -0.040 -0.060 -0.012
O 1.805 0.224 6.286 0.045 0.051 0.001
O 2.805 -2.018 6.505 0.078 -0.009 0.067
O 1.554 -1.400 4.475 -0.101 0.123 -0.036
H 0.680 -3.259 4.245 0.016 0.007 -0.002
H -0.067 -1.952 3.296 0.229 0.135 -0.086
H -1.255 -2.667 5.596 0.077 -0.025 0.172
H -1.039 -0.930 5.273 0.033 0.010 -0.029
C -3.785 -6.505 2.429 0.083 -0.084 -0.128
C -4.295 -5.497 1.418 0.208 0.158 0.059
O -5.712 -5.736 1.389 0.004 -0.108 0.028
S -6.222 -6.148 2.840 -0.001 -0.023 -0.037
O -6.720 -5.014 3.537 0.001 0.059 0.082
O -7.006 -7.321 2.720 -0.042 0.004 -0.016
O -4.790 -6.494 3.456 0.035 0.056 0.065
H -3.718 -7.509 2.008 -0.018 0.005 -0.006
H -2.835 -6.219 2.871 -0.043 0.027 0.074
H -3.887 -5.651 0.424 -0.146 -0.005 -0.058
H -4.109 -4.472 1.742 -0.001 -0.004 -0.005
C -4.426 -4.345 6.681 -0.034 -0.113 -0.009
C -5.371 -4.067 7.833 -0.084 0.095 -0.087
O -4.500 -3.999 8.975 0.027 -0.106 0.014
S -3.100 -3.358 8.568 -0.089 -0.038 -0.133
O -3.089 -1.970 8.854 0.055 0.055 -0.011
O -2.067 -4.210 9.031 0.030 -0.014 0.066
O -3.278 -3.529 6.983 -0.019 0.064 -0.028
H -4.119 -5.391 6.650 -0.011 -0.002 0.010
H -4.825 -4.043 5.716 0.037 0.051 0.000
H -6.090 -4.864 7.999 0.046 -0.023 0.071
H -5.886 -3.113 7.718 0.009 0.000 -0.013
C 2.695 5.562 -8.714 0.105 -0.058 0.048
C 1.712 4.902 -7.767 -0.031 -0.040 -0.125
O 1.567 5.870 -6.714 0.072 -0.011 0.017
S 1.679 7.345 -7.296 -0.025 0.007 0.003
O 0.386 7.886 -7.527 -0.028 0.033 -0.030
O 2.626 8.060 -6.521 0.006 0.019 0.053
O 2.306 6.946 -8.708 -0.057 -0.021 -0.071
H 3.722 5.482 -8.355 -0.008 -0.011 0.014
H 2.625 5.192 -9.733 -0.036 0.074 -0.023
H 2.081 3.974 -7.341 -0.032 0.101 0.091
H 0.740 4.742 -8.238 -0.004 0.004 0.003
C -2.209 7.437 -3.867 -0.150 0.016 0.019
C -2.128 6.600 -2.604 0.108 0.073 0.069
O -1.966 5.259 -3.101 -0.179 0.077 -0.070
S -1.103 5.280 -4.446 -0.004 -0.060 0.076
O 0.251 4.989 -4.145 0.050 -0.058 -0.033
O -1.802 4.522 -5.421 -0.079 0.043 -0.021
O -1.243 6.831 -4.740 0.116 0.043 0.032
H -3.193 7.377 -4.333 -0.001 -0.008 0.008
H -1.929 8.475 -3.715 0.085 -0.019 -0.044
H -3.031 6.637 -2.002 -0.023 -0.082 -0.032
H -1.259 6.861 -1.997 0.000 0.015 -0.009
C 6.223 -3.838 5.266 -0.022 0.081 0.147
C 5.570 -2.674 4.549 -0.190 -0.122 -0.063
O 6.683 -1.849 4.167 0.015 0.043 0.124
S 7.942 -2.756 3.813 -0.020 0.011 -0.036
O 8.015 -2.972 2.411 0.014 -0.032 -0.037
O 9.063 -2.258 4.522 0.035 0.040 0.010
O 7.406 -4.097 4.489 -0.042 -0.073 -0.034
H 6.515 -3.574 6.283 0.002 0.018 -0.007
H 5.610 -4.734 5.276 0.061 -0.042 -0.077
H 4.899 -2.109 5.189 0.101 0.122 -0.011
H 5.044 -2.997 3.648 0.001 -0.015 0.009
```
Forces are in eV/Å.

2S+1 ... 1
HOMO level ... -10.04 eV

Atom charges from the Löwdin analysis, given in e for atoms 1 to 6:
1 C -0.06
2 C -0.25
3 O -0.15
4 C -0.21
5 C -0.16
6 O -0.13